Entry 1:
37
Properties=species:S:1:pos:R:3:forces:R:3 method="wB97M-V/def2-TZVPD" lumo_ev=-11.07 charge=+3 homo_lumo_gap_ev=7.65 molar_mass_g_mol=393.2 spin_multiplicity=1 max_force_ev_per_a=0.33
Sn -0.4981 -0.0391 -0.5708 -0.091 -0.151 -0.182
C -0.4677 2.4859 -3.1509 -0.030 0.033 0.046
C -1.1679 3.0477 -1.9184 0.018 -0.008 0.003
S -0.6299 2.4572 -0.2806 0.001 0.044 0.015
C 1.1693 2.7635 -0.1376 0.021 0.010 -0.013
C 2.1486 1.9492 -0.9826 -0.009 0.035 0.016
S 1.9955 0.1297 -0.8241 0.010 0.039 0.031
C 2.0834 -0.4928 -2.5441 0.008 0.010 -0.001
C 1.2846 0.2547 -3.6106 0.036 0.001 -0.011
S -0.4520 0.6619 -3.2090 -0.001 -0.003 0.005
H 0.5466 2.8633 -3.2547 0.004 -0.013 -0.001
H -1.0260 2.8238 -4.0257 -0.004 -0.015 -0.003
H -2.2400 2.8360 -1.9165 -0.001 0.001 -0.001
H -1.0620 4.1347 -1.8801 0.005 0.000 -0.018
H 1.3685 2.6530 0.9302 -0.003 -0.014 -0.001
H 1.3031 3.8258 -0.3601 0.002 -0.001 0.003
H 3.1580 2.1880 -0.6406 0.002 -0.008 -0.003
H 2.0937 2.1941 -2.0380 -0.005 0.000 -0.001
H 1.7807 -1.5383 -2.4528 -0.004 0.001 0.006
H 3.1435 -0.4878 -2.8064 -0.002 -0.011 -0.006
H 1.2456 -0.3869 -4.4928 -0.002 0.003 -0.002
H 1.7727 1.1763 -3.9235 -0.011 0.005 0.004
N -0.4296 -0.1680 1.7378 0.066 0.000 0.030
H -1.3675 -0.0224 2.1217 -0.009 0.008 -0.027
H 0.1867 0.4584 2.2576 -0.006 -0.013 0.021
H -0.1715 -1.1142 2.0278 -0.004 0.010 0.008
C -2.7078 -4.2713 -1.2636 0.009 0.010 0.004
C -3.1657 -3.1609 -1.9634 -0.026 0.060 -0.039
C -2.5602 -1.9228 -1.7917 -0.005 -0.160 -0.013
C -1.5039 -1.8466 -0.8904 0.146 0.254 0.158
C -1.0281 -2.9410 -0.1673 -0.146 -0.130 -0.054
C -1.6416 -4.1686 -0.3763 0.043 0.020 0.036
H -3.1875 -5.2298 -1.4115 0.000 -0.002 0.001
H -3.9997 -3.2537 -2.6464 0.000 -0.009 0.003
H -2.9204 -1.0659 -2.3459 -0.005 0.003 0.000
H -0.1953 -2.8779 0.5250 0.000 -0.006 -0.013
H -1.2864 -5.0413 0.1556 -0.008 -0.004 -0.003


Entry 2:
33
Properties=species:S:1:pos:R:3:forces:R:3 method="wB97M-V/def2-TZVPD" lumo_ev=0.82 charge=0 smiles=CCc1ccc(O)cc1.CC(C)C homo_lumo_gap_ev=9.27 molar_mass_g_mol=180.3 spin_multiplicity=1 max_force_ev_per_a=2.19
C 2.6760 -2.1486 1.8891 -0.874 -0.017 0.694
C 2.8310 -2.0294 0.3790 0.473 0.109 -0.565
C 1.2094 -2.1342 2.3091 0.728 -0.178 -0.838
C 0.3971 -3.2468 2.0954 -0.216 0.421 0.614
C 0.6350 -0.9525 2.7409 -0.911 -0.288 -0.210
C -0.9394 -3.2186 2.4673 0.220 -0.171 -0.538
C -0.7322 -0.9079 3.0307 0.802 0.214 0.355
C -1.5060 -2.0485 2.9608 0.129 -0.457 0.380
O -2.7826 -2.0028 3.4531 -0.504 -0.403 0.149
H 3.1718 -3.0373 2.2882 -0.091 -0.045 -0.152
H 3.0984 -1.3003 2.4279 0.465 0.022 -0.282
H 1.9791 -2.3998 -0.1984 -0.045 -0.067 0.337
H 0.8039 -4.1545 1.6760 0.135 -0.097 -0.016
H 1.2147 -0.0395 2.8094 0.083 -0.095 0.125
H -1.5183 -4.1153 2.2884 -0.284 0.039 0.229
H -1.1131 0.0074 3.4386 -0.491 0.223 0.047
H -3.0886 -2.8870 3.7405 0.423 0.684 -0.454
H 3.7054 -2.5652 0.0050 0.062 -0.015 0.116
H 2.9748 -0.9920 0.0821 -0.108 0.128 -0.001
C -0.8564 3.0385 -2.4823 -0.297 -1.112 -0.386
C 0.4776 2.5256 -2.9934 1.260 1.461 -1.040
C -1.4738 4.0636 -3.4225 -0.478 0.945 -0.253
C -1.8265 1.8615 -2.2745 -0.239 -0.270 0.300
H -0.7153 3.5201 -1.5286 0.180 0.079 0.481
H 1.2421 3.3310 -3.0260 -0.368 -0.070 0.469
H 0.4527 2.3247 -4.0764 -0.396 -0.696 0.359
H -2.5678 4.0068 -3.4862 0.179 -0.407 -0.031
H -1.3337 5.0820 -3.0715 0.378 0.207 0.154
H -1.0743 4.0633 -4.4423 -0.041 -0.361 0.114
H -1.3652 0.9163 -1.9665 0.298 0.325 0.166
H -2.5549 2.1176 -1.4977 -0.095 -0.058 -0.224
H -2.3679 1.5970 -3.1833 -0.055 0.248 -0.135
H 0.9471 1.7248 -2.4320 -0.323 -0.301 0.036


Entry 3:
46
Properties=species:S:1:pos:R:3:forces:R:3 method="wB97M-V/def2-TZVPD" lumo_ev="-3.05 / -3.10" charge=+1 homo_lumo_gap_ev="6.59 / 5.72" molar_mass_g_mol=537.5 spin_multiplicity=2 max_force_ev_per_a=1.39
Fe 0.0762 0.1550 -0.1070 0.938 0.163 0.941
N -1.6654 0.3561 1.3452 -0.196 -0.096 -0.679
C -1.2831 -0.5623 2.4275 -0.131 -0.111 -0.069
C 0.0250 -0.1067 3.0179 0.122 -0.041 0.205
N 1.0469 0.0881 1.9751 -0.261 0.174 -0.305
C 1.7635 1.3552 2.1997 0.088 -0.040 0.166
C 0.9228 2.5390 1.7920 -0.088 0.022 -0.058
N 0.6083 2.3988 0.3710 -0.099 0.129 -0.232
C 1.9819 -1.0367 1.9217 0.037 -0.120 0.161
C 2.7676 -1.0289 0.6325 0.180 -0.083 -0.025
N 1.8382 -1.0082 -0.4998 -0.432 0.056 -0.431
H -2.5121 0.0138 0.9035 -0.092 0.061 0.094
H -1.8930 1.2743 1.7118 0.013 0.006 0.036
H -2.0328 -0.6300 3.2210 -0.042 0.005 -0.024
H -1.1729 -1.5561 1.9891 -0.002 0.019 0.011
H -0.1329 0.8367 3.5432 -0.002 0.003 0.003
H 0.3639 -0.8224 3.7741 0.030 0.024 -0.006
H 2.0761 1.4490 3.2477 0.003 -0.053 -0.004
H 2.6696 1.3583 1.5954 0.015 0.012 0.003
H -0.0142 2.5523 2.3511 0.000 0.035 0.003
H 1.4479 3.4665 2.0375 0.024 -0.007 -0.014
H -0.0837 3.0854 0.0918 -0.016 -0.024 -0.033
H 1.4309 2.5869 -0.1887 0.055 0.069 -0.004
H 2.6700 -1.0370 2.7786 -0.037 0.035 0.012
H 1.3959 -1.9561 1.9761 0.012 0.013 0.000
H 3.4035 -0.1479 0.5627 0.020 0.004 -0.007
H 3.4307 -1.8978 0.6160 0.000 -0.002 -0.034
H 2.3207 -0.7523 -1.3538 0.036 -0.020 0.007
H 1.4767 -1.9458 -0.6498 0.052 -0.046 -0.044
Br 1.9234 1.6602 -2.6577 0.089 0.031 0.081
C 0.1123 1.1963 -2.9275 -0.250 0.064 -0.473
C -0.4794 1.6694 -4.0975 0.460 0.050 0.246
C -1.7827 1.3300 -4.3657 -0.499 -0.215 0.003
C -2.4289 0.4579 -3.4940 0.001 0.340 -0.513
C -1.7400 0.0153 -2.3935 -0.726 -0.830 0.575
N -0.5095 0.4215 -2.0432 0.431 0.143 0.598
C -2.3990 -1.0971 -1.5979 0.199 1.095 -0.835
O -3.5467 -1.3941 -1.7308 0.038 -0.173 0.258
O -1.5231 -1.7545 -0.7924 0.042 -1.026 0.405
H 0.0917 2.2892 -4.7735 0.011 0.010 0.047
H -2.2763 1.6996 -5.2546 0.005 -0.016 0.029
H -3.4320 0.0977 -3.6711 0.027 0.005 -0.003
Cl -3.0484 -4.4570 -0.6453 0.025 0.124 0.028
Si -1.3492 -3.4155 -0.8495 0.089 -0.019 -0.120
Cl -0.0680 -3.9312 0.6456 -0.106 0.180 -0.107
Cl -0.4705 -3.8149 -2.6346 -0.063 0.052 0.106


Entry 4:
42
Properties=species:S:1:pos:R:3:forces:R:3 method="wB97M-V/def2-TZVPD" lumo_ev="-9.67 / -12.71" charge=+2 homo_lumo_gap_ev="4.64 / 1.59" molar_mass_g_mol=362.6 spin_multiplicity=6 max_force_ev_per_a=5.41
Fe -2.3194 4.2240 0.5924 0.886 -3.022 -2.170
Cl -1.2318 0.8255 0.0888 -0.872 -3.537 -3.999
O -1.6888 2.0764 0.6969 -0.921 4.036 2.057
O -2.2131 0.5041 -0.9294 0.364 0.709 0.775
O 0.0318 0.9896 -0.5104 0.716 0.980 0.318
O -1.2044 -0.2232 1.0398 -0.080 0.417 1.328
C 0.6776 -4.2016 2.2964 -0.114 0.700 1.784
C -0.1847 -3.0776 3.0027 2.142 0.853 -2.746
C -1.3799 -3.4824 3.7622 -2.389 -2.699 -0.443
C -2.3585 -4.2716 2.9504 1.863 1.924 1.911
N -3.0889 -4.9039 2.3217 -0.905 -0.843 -0.903
H 1.5542 -3.7110 1.8734 -0.053 0.147 -0.011
H 0.0042 -4.6957 1.5959 -0.625 -0.115 -0.238
H 1.0556 -4.9969 2.9389 0.113 -0.247 0.019
H -0.5616 -2.4205 2.2189 -0.556 0.186 -0.417
H 0.4481 -2.2964 3.4238 0.608 -0.374 0.653
H -1.8535 -2.5217 3.9643 -0.351 0.389 0.231
H -1.2036 -4.0785 4.6575 0.301 0.081 0.083
C -5.3626 2.2616 -3.6764 0.037 0.111 0.344
C -4.1511 2.8490 -4.4042 -0.535 0.803 0.474
C -2.8013 2.5206 -3.7286 0.352 0.367 -0.460
C -2.5710 3.3222 -2.5144 -0.542 -1.860 -1.388
N -2.3860 3.9349 -1.5734 0.034 1.267 2.801
H -5.2432 1.2161 -3.3923 -0.146 -0.171 -0.554
H -6.2624 2.4594 -4.2589 0.060 -0.465 -0.110
H -5.5731 2.7490 -2.7245 0.296 0.345 0.141
H -4.2906 3.9299 -4.3875 0.176 0.196 -0.007
H -4.1869 2.6376 -5.4729 0.486 -0.571 0.175
H -1.9186 2.7454 -4.3274 -0.065 0.404 -0.477
H -2.6578 1.4501 -3.5817 -0.253 -0.015 0.816
C 3.7740 0.4633 0.7691 0.724 -0.451 -0.101
C 5.1983 1.0793 0.3513 -3.895 -0.245 0.122
C 6.3482 0.3608 0.9570 1.644 1.330 -0.182
C 6.6223 -0.9869 0.5501 -0.122 -4.369 -0.772
N 6.8294 -2.1069 0.2524 -0.572 3.250 0.781
H 3.4675 0.6141 1.8042 0.406 0.725 0.211
H 3.7761 -0.6266 0.7534 0.296 -0.211 -0.568
H 2.9272 0.7740 0.1571 0.254 0.232 -0.212
H 5.1051 2.1238 0.6486 0.701 0.003 0.295
H 5.2447 1.1313 -0.7365 0.150 -0.403 -0.003
H 6.4279 0.4836 2.0372 -0.118 -0.185 -0.003
H 7.2005 0.8759 0.5140 0.504 0.329 0.446


Entry 5:
45
Properties=species:S:1:pos:R:3:forces:R:3 method="wB97M-V/def2-TZVPD" lumo_ev="0.49 / 0.48" charge=0 homo_lumo_gap_ev="8.89 / 8.99" molar_mass_g_mol=406.3 spin_multiplicity=4 max_force_ev_per_a=1.39
Co 0.1304 -1.1095 0.6653 -0.260 0.338 0.387
N 0.2537 -2.0025 2.7105 0.282 0.141 -0.240
C -0.7340 -3.0339 3.0505 -0.282 -0.185 0.328
C -2.1592 -2.5271 2.8605 0.037 -0.133 -0.679
C -2.5081 -2.3285 1.3568 -0.490 -0.496 1.199
O -3.4180 -2.9701 0.8707 -0.142 -0.186 -0.149
O -1.8157 -1.4400 0.7600 0.590 0.805 -0.571
H 1.1936 -2.3824 2.8033 -0.110 0.187 0.076
H 0.1716 -1.2242 3.3662 0.154 -0.167 -0.178
H -0.6110 -3.3624 4.0953 0.045 0.003 -0.251
H -0.5562 -3.8950 2.4017 -0.009 0.032 0.046
H -2.2828 -1.5714 3.3788 -0.030 -0.011 0.055
H -2.8614 -3.2521 3.2669 0.003 0.047 0.072
C -1.4492 0.8006 -4.4454 -0.268 0.293 -0.153
N -0.8447 -0.1295 -3.5189 0.107 0.218 0.323
C -0.5369 -1.3923 -3.9104 0.294 -0.562 0.161
C 0.0133 -2.2965 -3.0709 -0.097 -0.052 -0.199
C 0.2535 -1.8832 -1.7145 0.079 0.165 -0.422
O 0.6926 -2.6067 -0.7971 -0.007 -0.375 0.131
N -0.0031 -0.5922 -1.3905 0.074 -0.210 0.287
C -0.6128 0.2760 -2.2013 0.024 -0.314 -0.295
O -0.9348 1.4084 -1.8344 -0.217 0.426 0.101
H -0.9574 0.7379 -5.4174 -0.027 -0.024 0.073
H -1.3358 1.8038 -4.0377 -0.028 -0.107 -0.100
H -2.5151 0.5896 -4.5591 0.043 0.056 -0.045
H -0.7614 -1.6241 -4.9450 0.006 0.002 0.062
H 0.2458 -3.3052 -3.3687 -0.037 -0.013 -0.108
O -0.7394 1.0786 0.9812 0.284 0.114 0.056
H -1.5933 0.7304 1.2570 -0.223 -0.203 -0.010
H -0.8686 1.2860 0.0306 -0.007 -0.009 -0.106
C 1.9252 2.3136 2.7621 -0.003 -0.031 0.244
N 1.9758 2.3338 1.3335 -0.156 -0.243 -0.445
C 1.6197 3.5080 0.5604 0.077 0.337 -0.088
C 1.5537 2.9711 -0.8816 -0.172 0.373 -0.271
N 2.0809 1.6230 -0.7394 -0.190 -0.001 0.154
C 2.1194 1.2607 0.5550 0.535 0.393 -0.091
S 2.4499 -0.2894 1.1048 0.061 -0.680 0.071
H 2.5684 3.0960 3.1652 0.004 0.026 0.057
H 2.2807 1.3390 3.0924 -0.031 0.117 0.081
H 0.9007 2.4671 3.1090 -0.019 0.010 0.016
H 2.3907 4.2784 0.6769 -0.128 -0.028 0.023
H 0.6608 3.9077 0.9054 0.097 -0.020 -0.065
H 2.1710 3.5482 -1.5747 -0.074 0.014 0.136
H 0.5282 2.9300 -1.2624 0.215 0.077 0.086
H 1.9181 0.9285 -1.4519 -0.005 -0.123 0.242


Entry 6:
48
Properties=species:S:1:pos:R:3:forces:R:3 method="wB97M-V/def2-TZVPD" lumo_ev="-0.82 / -0.96" charge=0 homo_lumo_gap_ev="7.76 / 7.44" molar_mass_g_mol=791.0 spin_multiplicity=2 max_force_ev_per_a=1.81
Ir 0.0566 -0.4027 0.7054 -0.146 1.435 1.097
C -1.8328 0.1680 -3.2908 -0.016 0.776 0.364
Se -0.5418 -0.3354 -1.9032 -0.049 -1.259 -0.533
C -1.4722 -2.0698 -1.7307 0.121 -0.023 0.001
C -2.7520 -1.9667 -0.9178 -0.115 0.193 -0.146
Se -2.3540 -1.4787 0.9136 0.176 -0.830 0.435
C -4.1176 -1.1076 1.6310 -0.020 0.356 -0.285
H -1.6951 -0.5711 -4.0736 -0.037 0.031 -0.029
H -1.5822 1.1605 -3.6569 0.008 -0.022 -0.011
H -2.8499 0.1762 -2.9094 0.012 -0.023 -0.037
H -0.7689 -2.7883 -1.3131 -0.010 0.068 0.108
H -1.7198 -2.3988 -2.7398 0.073 0.021 -0.029
H -3.2766 -2.9221 -0.9056 0.029 -0.004 -0.023
H -3.4128 -1.2105 -1.3433 -0.037 -0.049 0.041
H -4.6863 -2.0319 1.5820 -0.037 0.038 0.022
H -4.6021 -0.3057 1.0790 -0.029 -0.018 0.036
H -3.9751 -0.8066 2.6653 0.036 -0.020 -0.005
O 0.5417 -1.0706 2.2239 -0.001 -0.702 -0.470
F -1.1260 2.5244 3.4232 0.034 0.063 0.009
C -0.4287 3.2471 2.5410 -0.043 -0.149 -0.245
F 0.8670 3.0478 2.7957 -0.048 0.041 0.033
F -0.7030 4.5409 2.7535 0.022 -0.031 0.044
C -0.7683 2.7857 1.0768 0.009 0.254 -0.344
O -0.4842 1.5026 0.9381 -0.229 -0.133 -0.069
C -2.3043 2.9970 0.7952 0.253 -0.112 0.060
F -2.6067 2.5695 -0.4418 -0.034 0.037 0.033
F -2.7055 4.2669 0.9012 -0.037 -0.036 -0.015
F -3.0348 2.2586 1.6433 -0.011 0.061 -0.041
C 0.0705 3.6324 0.0478 -0.122 -0.202 0.156
F -0.1959 3.2150 -1.2029 0.034 0.051 0.016
F 1.3769 3.4409 0.2490 -0.039 0.066 -0.022
F -0.1738 4.9452 0.1023 0.026 -0.015 -0.042
C 4.9482 -0.8264 -0.5876 -0.076 -0.025 -0.010
Ge 3.1780 -1.4913 -0.0548 -0.077 0.035 0.021
C 2.4741 -2.6669 -1.4664 0.050 0.065 0.029
C 3.3459 -2.5131 1.6051 0.008 0.035 -0.030
C 1.9820 0.0615 0.1731 0.195 -0.120 -0.111
H 5.6385 -1.6587 -0.7343 -0.006 0.013 0.005
H 5.3559 -0.1728 0.1846 -0.005 -0.011 -0.008
H 4.8878 -0.2614 -1.5187 -0.003 -0.006 0.012
H 3.1394 -3.5183 -1.6191 -0.001 0.018 0.003
H 2.3783 -2.1278 -2.4101 -0.002 -0.007 0.011
H 1.4914 -3.0525 -1.1907 0.011 -0.009 0.027
H 4.0269 -3.3533 1.4587 0.004 0.020 -0.001
H 2.3788 -2.8955 1.9289 0.008 0.005 -0.019
H 3.7407 -1.8819 2.4024 -0.001 -0.011 -0.012
H 1.9372 0.6201 -0.7654 0.088 0.075 0.056
H 2.3546 0.7261 0.9559 0.034 0.057 -0.081